Entry 1:
C29H40MnN7 as an isolated structure, computed with ωB97M-V with the def2-TZVPD basis set.

ORCA input file:
```
! wB97M-V def2-TZVPD RIJCOSX def2/J DEFGRID3
* xyz 1 6
Mn -1.19 0.51 -0.06
C -1.13 -0.08 2.42
C 0.25 -0.14 2.10
C 0.60 1.17 1.57
C -0.56 2.01 1.74
C -1.62 1.24 2.25
C -3.03 1.67 2.57
C -3.98 0.67 1.88
C -3.27 1.68 4.08
C -3.31 3.07 2.01
C 1.87 1.83 1.04
C 2.89 0.87 0.43
C 1.46 2.78 -0.11
C 2.51 2.66 2.16
C 1.10 -1.32 2.55
C 0.26 -2.30 3.40
C 1.67 -2.14 1.38
C 2.22 -0.81 3.47
H -1.68 -0.86 2.92
H -0.55 3.08 1.65
H -4.02 -0.27 2.43
H -3.62 0.46 0.85
H -4.99 1.06 1.82
H -3.09 0.70 4.52
H -4.30 1.97 4.29
H -2.60 2.40 4.56
H -3.14 3.08 0.93
H -2.66 3.81 2.48
H -4.34 3.35 2.20
H 2.45 0.37 -0.43
H 3.23 0.13 1.14
H 3.76 1.43 0.09
H 0.78 2.25 -0.80
H 2.34 3.09 -0.67
H 0.97 3.68 0.25
H 2.92 2.02 2.94
H 1.79 3.32 2.62
H 3.32 3.27 1.76
H -0.58 -2.71 2.84
H -0.11 -1.82 4.30
H 0.90 -3.14 3.69
H 0.89 -2.80 0.99
H 2.49 -2.76 1.73
H 2.02 -1.52 0.58
H 1.80 -0.15 4.22
H 2.99 -0.28 2.94
H 2.69 -1.66 3.98
N 4.44 -6.75 -5.97
C 3.71 -6.13 -5.34
C 2.82 -5.36 -4.56
C 1.94 -6.00 -3.68
C 1.07 -5.25 -2.91
C 1.07 -3.86 -3.01
C 1.94 -3.23 -3.90
C 2.81 -3.97 -4.66
N 0.20 -3.09 -2.21
C -1.02 -3.47 -1.73
C -1.50 -2.41 -1.02
N -0.59 -1.39 -1.05
C 0.41 -1.83 -1.78
H 1.94 -7.08 -3.61
H 0.40 -5.75 -2.22
H 1.92 -2.15 -4.01
H 3.49 -3.49 -5.35
H -1.46 -4.42 -1.94
H -2.44 -2.32 -0.49
H 1.31 -1.28 -1.99
N -1.98 4.95 -4.96
C -1.91 4.55 -3.69
N -1.72 5.46 -2.71
N -2.01 3.27 -3.46
C -1.92 2.59 -2.39
N -1.85 1.82 -1.52
H -2.02 5.92 -5.22
H -2.17 4.26 -5.67
H -1.60 6.43 -2.90
H -1.67 5.15 -1.76
*
```

Properties
Gap between HOMO and LUMO (alpha / beta): 7.20 / 7.63 eV
Electronic energy: -72469.1995 eV
Expectation value of S²: 8.758
LUMO level (alpha / beta): -2.4 / -2.5 eV

Atomic partial charges in e from the Mulliken method, atoms 1 to 5: Mn 1.2796; C -0.1566; C 0.9084; C -0.7775; C -0.3260

***

Entry 2:
A single C4H5NO3 molecule, computed with ωB97M-V with the def2-TZVPD basis set.

ORCA input file:
```
! wB97M-V def2-TZVPD RIJCOSX def2/J DEFGRID3
* xyz 0 1
C 0.82 0.47 -1.28
N 1.46 1.23 -0.48
O 1.13 0.98 0.90
C 0.17 -0.05 1.18
C -1.22 0.26 0.54
O -1.27 -0.63 -0.54
C 0.07 -0.83 -0.87
O 0.62 -1.12 0.42
H 1.20 0.46 -2.28
H 0.28 -0.27 2.30
H -1.43 1.25 0.21
H -2.00 -0.01 1.33
H 0.17 -1.72 -1.43
*
```

Properties
Structure (SMILES): C1=NO[C@H]2CO[C@@H]1O2
Gap between HOMO and LUMO: 10.98 eV
Electronic energy: -11858.1495 eV
LUMO level: 0.7 eV
Energy above the lowest of the compared OMol25 structures with the same formula, charge and spin: 3.852 eV

Atomic partial charges in e from the Mulliken method, atoms 1 to 5: C -0.1716; N -0.2654; O -0.2743; C 0.1563; C -0.3410

***

Entry 3:
C3H4HgO4 as an isolated structure, computed with ωB97M-V with the def2-TZVPD basis set.

ORCA input file:
```
! wB97M-V def2-TZVPD RIJCOSX def2/J DEFGRID3
* xyz 0 3
O 2.14 3.01 -0.92
C 2.02 1.94 -1.42
H 0.80 0.47 -0.20
H 1.78 1.16 -3.37
C 2.60 1.47 -2.72
H 3.21 2.25 -3.19
H 3.21 0.57 -2.52
O -0.89 -1.33 -0.79
O 0.39 -0.17 0.63
O -1.47 -1.14 1.33
C -0.72 -0.86 0.36
Hg -2.60 -2.68 0.03
*
```

Properties
Gap between HOMO and LUMO (alpha / beta): 9.20 / 7.19 eV
Electronic energy: -15537.6623 eV
Expectation value of S²: 2.006
LUMO level (alpha / beta): 0.4 / -2.5 eV
Energy above the lowest of the compared OMol25 structures with the same formula, charge and spin: 0.000 eV

Atomic partial charges in e from the Mulliken method, atoms 1 to 5: O -0.3489; C 0.2074; H 0.4047; H 0.2750; C -0.7556

***

Entry 4:
A 9-piece molecular cluster, C31H86N7O9 overall, computed with ωB97M-V with the def2-TZVPD basis set.

ORCA input file:
```
! wB97M-V def2-TZVPD RIJCOSX def2/J DEFGRID3
* xyz -1 1
C -0.01 -0.78 -0.75
O -0.82 0.23 -0.30
H 0.71 -0.49 -1.52
H 0.56 -1.29 0.02
H -0.62 -1.59 -1.14
C -5.74 -2.81 -1.69
C -5.66 -1.31 -2.09
C -6.56 -1.01 -3.35
O -6.31 0.28 -3.93
C -7.19 0.51 -5.04
N -6.19 -0.56 -1.00
H -5.20 -2.92 -0.75
H -5.23 -3.41 -2.44
H -6.78 -3.12 -1.57
H -4.64 -1.06 -2.37
H -7.61 -1.08 -3.08
H -6.38 -1.78 -4.11
H -8.22 0.33 -4.73
H -6.91 -0.18 -5.84
H -7.11 1.56 -5.33
H -6.93 -1.12 -0.60
H -6.63 0.28 -1.35
C 4.38 -2.14 -2.79
C 4.94 -2.90 -1.55
C 5.39 -4.33 -1.91
O 4.43 -5.11 -2.63
C 3.13 -5.19 -2.09
N 5.99 -2.11 -0.91
H 5.23 -2.08 -3.47
H 4.05 -1.13 -2.57
H 3.64 -2.69 -3.37
H 4.17 -2.90 -0.78
H 5.54 -4.85 -0.96
H 6.34 -4.17 -2.42
H 2.59 -6.02 -2.54
H 2.54 -4.28 -2.22
H 3.07 -5.39 -1.03
H 5.99 -2.41 0.05
H 5.76 -1.16 -0.69
C -2.92 -4.16 4.67
C -1.93 -3.80 3.58
C -1.82 -5.00 2.60
O -1.16 -6.17 3.14
C 0.21 -5.97 3.50
N -2.52 -2.63 2.91
H -3.03 -3.34 5.37
H -2.69 -5.04 5.28
H -3.94 -4.29 4.32
H -0.92 -3.66 3.96
H -1.16 -4.67 1.79
H -2.80 -5.12 2.15
H 0.69 -5.40 2.72
H 0.68 -6.94 3.66
H 0.27 -5.37 4.41
H -1.93 -2.40 2.13
H -3.36 -2.91 2.42
C 0.55 6.39 0.68
C -0.42 5.57 1.55
C -0.66 6.23 2.98
O -1.75 5.66 3.71
C -1.88 6.24 5.06
N -1.60 5.34 0.74
H 0.83 5.83 -0.21
H 1.51 6.60 1.17
H 0.13 7.35 0.40
H -0.06 4.55 1.65
H -1.01 7.26 2.86
H 0.24 6.30 3.60
H -1.06 5.98 5.73
H -2.80 5.85 5.47
H -1.83 7.33 5.12
H -1.26 5.05 -0.17
H -1.78 6.31 0.55
C -0.82 -3.06 -5.85
C -0.64 -3.18 -7.29
C 0.91 -3.06 -7.57
O 1.30 -1.69 -7.47
C 2.56 -1.41 -8.05
N -1.14 -4.47 -7.72
H -0.54 -3.88 -5.19
H -1.88 -2.92 -5.66
H -0.32 -2.17 -5.48
H -1.20 -2.43 -7.86
H 1.16 -3.44 -8.55
H 1.50 -3.66 -6.88
H 2.56 -1.39 -9.14
H 3.31 -2.15 -7.75
H 2.98 -0.51 -7.59
H -2.10 -4.54 -7.42
H -1.16 -4.55 -8.73
C -2.17 0.94 8.60
C -2.01 1.50 7.18
C -0.96 0.65 6.46
O -0.81 1.29 5.17
C 0.50 0.90 4.63
N -3.34 1.58 6.59
H -2.68 1.58 9.33
H -1.16 0.68 8.92
H -2.74 0.01 8.64
H -1.60 2.51 7.27
H -1.29 -0.38 6.30
H -0.03 0.70 7.01
H 0.53 1.24 3.60
H 0.63 -0.18 4.70
H 1.26 1.38 5.25
H -3.77 0.73 6.93
H -3.87 2.28 7.09
C 5.60 4.68 4.05
C 6.41 3.70 3.21
C 6.21 4.13 1.73
O 4.90 3.84 1.24
C 4.95 3.43 -0.11
N 7.78 3.67 3.68
H 6.07 5.66 3.96
H 5.55 4.56 5.13
H 4.57 4.70 3.71
H 6.05 2.68 3.31
H 7.00 3.67 1.13
H 6.43 5.18 1.53
H 5.41 4.25 -0.66
H 4.03 3.12 -0.59
H 5.65 2.60 -0.14
H 8.11 4.61 3.53
H 8.34 3.18 2.99
C -2.00 1.52 -5.17
C -0.81 2.20 -4.63
O -1.10 2.81 -3.43
H -1.78 0.79 -5.95
H -2.82 2.16 -5.52
H -2.51 0.92 -4.42
H -0.27 2.87 -5.31
H -0.07 1.40 -4.52
H -1.13 2.02 -2.88
*
```

Properties
Gap between HOMO and LUMO: 4.56 eV
Electronic energy: -62391.1842 eV
LUMO level: 2.3 eV
Energy above the lowest of the compared OMol25 structures with the same formula, charge and spin: 3.697 eV

Atomic partial charges in e from the Mulliken method, atoms 1 to 5: C -0.5488; O -0.8897; H 0.1677; H 0.1465; H 0.1726

***

Entry 5:
C45H43CrN8P2Se2 as an isolated structure, computed with ωB97M-V with the def2-TZVPD basis set.

ORCA input file:
```
! wB97M-V def2-TZVPD RIJCOSX def2/J DEFGRID3
* xyz 1 5
Cr 1.87 -1.07 -1.35
C -0.95 -3.16 -0.75
C 0.35 -3.90 -0.68
C 0.36 -5.29 -0.55
C 1.55 -5.97 -0.48
C 2.74 -5.24 -0.49
C 2.67 -3.87 -0.60
N 1.50 -3.20 -0.74
C 3.89 -3.02 -0.51
C 5.11 -3.47 -0.04
C 6.13 -2.55 0.12
C 5.91 -1.21 -0.15
C 4.67 -0.83 -0.63
N 3.71 -1.73 -0.82
C 4.29 0.58 -0.92
C 5.16 1.62 -0.68
C 4.76 2.92 -0.98
C 3.52 3.11 -1.55
C 2.69 2.01 -1.80
C 1.39 2.22 -2.51
N 3.05 0.78 -1.43
H -1.78 -3.86 -0.68
H -1.05 -2.59 -1.67
H -1.02 -2.45 0.08
H -0.58 -5.81 -0.51
H 1.57 -7.04 -0.40
H 3.69 -5.74 -0.42
H 5.26 -4.51 0.22
H 7.10 -2.88 0.49
H 6.70 -0.49 0.01
H 6.14 1.44 -0.26
H 5.41 3.76 -0.79
H 3.19 4.09 -1.84
H 1.44 3.13 -3.11
H 0.55 2.32 -1.82
H 1.15 1.38 -3.16
Se -4.77 1.58 -2.45
P -3.65 1.55 -0.68
C -3.51 3.19 0.08
C -3.21 3.36 1.43
C -3.20 4.63 2.00
C -3.47 5.74 1.21
C -3.76 5.58 -0.14
C -3.79 4.31 -0.70
C -4.43 0.47 0.55
C -5.39 0.97 1.43
C -6.12 0.10 2.23
C -5.90 -1.27 2.14
C -4.95 -1.77 1.26
C -4.22 -0.90 0.47
C -1.98 0.79 -0.93
C -0.83 0.40 -0.23
N -0.02 -0.19 -1.16
N -0.64 -0.15 -2.33
N -1.80 0.43 -2.22
P -0.18 0.35 1.47
Se 1.78 -0.47 1.54
C -1.31 -0.61 2.53
C -2.49 -0.07 3.04
C -3.30 -0.81 3.88
C -2.95 -2.12 4.20
C -1.79 -2.67 3.68
C -0.96 -1.92 2.86
C -0.09 2.03 2.11
C 0.34 3.03 1.24
C 0.61 4.30 1.73
C 0.46 4.57 3.08
C 0.04 3.58 3.95
C -0.24 2.30 3.47
H -3.02 2.51 2.06
H -3.00 4.75 3.05
H -3.47 6.73 1.65
H -3.98 6.44 -0.76
H -4.05 4.17 -1.74
H -5.58 2.04 1.48
H -6.87 0.49 2.91
H -6.49 -1.95 2.75
H -4.79 -2.84 1.19
H -3.49 -1.30 -0.23
H -2.78 0.94 2.80
H -4.20 -0.37 4.28
H -3.58 -2.70 4.85
H -1.51 -3.69 3.93
H -0.04 -2.33 2.49
H 0.47 2.81 0.19
H 0.94 5.08 1.05
H 0.68 5.57 3.46
H -0.07 3.79 5.00
H -0.55 1.53 4.16
N 3.82 -0.97 -4.09
C 3.16 -1.98 -4.91
C 1.65 -1.85 -4.81
N 1.12 -2.20 -3.48
H 3.64 -0.05 -4.48
H 4.82 -1.09 -4.12
H 3.46 -2.97 -4.54
H 3.44 -1.93 -5.96
H 1.20 -2.48 -5.59
H 1.35 -0.82 -5.03
H 1.13 -3.21 -3.38
H 0.15 -1.89 -3.42
*
```

Properties
Gap between HOMO and LUMO (alpha / beta): 6.20 / 6.06 eV
Electronic energy: -236975.0110 eV
Expectation value of S²: 6.012
LUMO level (alpha / beta): -3.1 / -3.2 eV
Energy above the lowest of the compared OMol25 structures with the same formula, charge and spin: 0.010 eV

Atomic partial charges in e from the Mulliken method, atoms 1 to 5: Cr 0.0837; C -0.6068; C -0.0224; C -0.8490; C -0.9097

***

Entry 6:
C55H44BaGeN6O4 as an isolated structure, computed with ωB97M-V with the def2-TZVPD basis set.

ORCA input file:
```
! wB97M-V def2-TZVPD RIJCOSX def2/J DEFGRID3
* xyz -2 1
Ba -0.35 -0.23 1.73
O 3.78 1.69 3.10
C 3.69 1.75 4.45
C 4.79 2.24 5.16
C 4.75 2.33 6.55
C 3.61 1.92 7.23
C 2.52 1.44 6.52
C 2.52 1.33 5.12
C 1.36 0.84 4.36
O 1.53 0.60 3.02
N 0.22 0.69 4.96
N -0.77 0.25 4.14
C -2.07 0.24 4.69
C -3.13 -0.14 3.93
C -4.51 -0.15 4.43
C -5.53 -0.56 3.66
C -5.29 -1.01 2.30
C -3.98 -0.96 1.87
N -2.91 -0.55 2.57
H 2.91 1.23 2.83
H 5.66 2.55 4.59
H 5.61 2.71 7.09
H 3.56 1.99 8.31
H 1.61 1.12 7.03
H -2.22 0.57 5.71
H -4.68 0.19 5.45
H -6.55 -0.55 4.06
H -6.08 -1.35 1.64
H -3.76 -1.28 0.84
C 1.33 -4.82 1.51
O 2.33 -3.88 1.07
C 1.70 -2.68 0.96
N 0.48 -2.64 1.29
C 0.03 -3.99 1.60
C -1.03 -4.46 0.62
C -1.95 -5.43 0.99
C -2.89 -5.90 0.08
C -2.92 -5.38 -1.21
C -2.02 -4.39 -1.57
C -1.08 -3.92 -0.66
C 2.47 -1.58 0.41
C 3.83 -1.52 0.39
C 4.54 -0.39 -0.07
C 3.81 0.77 -0.30
C 2.44 0.75 -0.32
N 1.77 -0.54 -0.33
C 1.60 1.90 -0.03
N 0.36 1.90 0.30
C 0.03 3.21 0.85
C 1.34 4.02 0.66
O 2.23 3.09 0.00
C -1.18 3.88 0.23
C -1.52 5.16 0.66
C -2.64 5.81 0.16
C -3.45 5.17 -0.77
C -3.13 3.89 -1.19
C -2.00 3.25 -0.69
H 1.65 -5.25 2.46
H 1.26 -5.61 0.76
H -0.39 -4.02 2.61
H -1.93 -5.83 2.00
H -3.61 -6.65 0.39
H -3.67 -5.73 -1.91
H -2.04 -3.97 -2.57
H -0.40 -3.12 -0.93
H 4.35 -2.37 0.81
H 5.61 -0.38 -0.05
H 4.30 1.73 -0.40
H -0.19 3.10 1.92
H 1.79 4.31 1.60
H 1.21 4.89 0.02
H -0.91 5.65 1.41
H -2.89 6.80 0.51
H -4.33 5.66 -1.16
H -3.76 3.37 -1.90
H -1.75 2.24 -1.01
C 0.63 -0.78 -0.95
Ge 0.33 0.08 -2.67
C 0.41 -1.63 -3.69
C -0.48 -1.95 -4.71
C -0.40 -3.17 -5.38
C 0.57 -4.10 -5.04
C 1.47 -3.80 -4.02
C 1.38 -2.58 -3.35
C -1.52 0.62 -2.97
C -2.46 -0.33 -2.53
C -3.82 -0.14 -2.76
C -4.26 0.98 -3.45
C -3.34 1.93 -3.86
C -1.98 1.77 -3.60
C 1.71 1.10 -3.63
C 1.52 2.22 -4.45
C 2.59 2.85 -5.08
C 3.88 2.38 -4.90
C 4.10 1.26 -4.10
C 3.03 0.63 -3.49
H -1.26 -1.25 -5.00
H -1.11 -3.40 -6.17
H 0.63 -5.05 -5.55
H 2.23 -4.51 -3.73
H 2.08 -2.38 -2.54
H -2.13 -1.21 -2.00
H -4.53 -0.88 -2.40
H -5.32 1.11 -3.65
H -3.68 2.83 -4.37
H -1.31 2.56 -3.88
H 0.53 2.60 -4.64
H 2.41 3.71 -5.71
H 4.72 2.89 -5.37
H 5.10 0.88 -3.95
H 3.22 -0.24 -2.88
*
```

Properties
Gap between HOMO and LUMO: 2.63 eV
Electronic energy: -132087.7408 eV
LUMO level: 3.9 eV
Energy above the lowest of the compared OMol25 structures with the same formula, charge and spin: 0.186 eV

Atomic partial charges in e from the Mulliken method, atoms 1 to 5: Ba 2.2249; O -0.6451; C 0.1424; C -0.6226; C -0.3315